No. 1
{
  "formula": "C31H23Cl2N5PdS2Se",
  "method": "the ωB97M-V functional and the def2-TZVPD basis",
  "species": ["Pd", "S", "C", "C", "C", "C", "C", "C", "N", "C", "C", "C", "C", "C", "C", "C", "C", "N", "C", "C", "C", "C", "C", "S", "C", "H", "H", "H", "H", "H", "H", "H", "H", "H", "H", "H", "H", "C", "N", "C", "C", "N", "C", "C", "Se", "H", "H", "H", "H", "H", "H", "H", "H", "Cl", "C", "C", "C", "C", "C", "Cl", "C", "N", "H", "H", "H"],
  "xyz": [[-2.310, -0.517, -0.532], [3.875, -1.681, -2.621], [4.868, -3.057, -2.867], [4.702, -3.965, -1.864], [3.800, -3.518, -0.864], [3.267, -2.283, -1.116], [2.265, -1.542, -0.314], [1.419, -2.419, 0.321], [-0.573, -0.150, 0.583], [0.180, 0.995, 0.447], [1.515, 0.982, -0.062], [2.105, 2.282, -0.318], [1.487, 3.458, -0.083], [0.176, 3.477, 0.474], [-0.514, 4.655, 0.718], [-1.795, 4.627, 1.245], [-2.329, 3.344, 1.505], [-1.721, 2.213, 1.280], [-0.453, 2.227, 0.770], [-2.541, 5.849, 1.517], [-2.059, 7.105, 1.789], [-3.077, 8.073, 1.992], [-4.329, 7.553, 1.879], [-4.271, 5.880, 1.502], [2.337, -0.108, -0.407], [5.507, -3.130, -3.732], [5.222, -4.913, -1.827], [3.531, -4.072, 0.024], [0.164, -3.941, 0.830], [3.101, 2.289, -0.751], [1.973, 4.399, -0.322], [-0.043, 5.600, 0.459], [-3.329, 3.266, 1.932], [-1.001, 7.313, 1.869], [-2.884, 9.111, 2.228], [-5.275, 8.056, 2.003], [3.283, 0.229, -0.825], [-1.888, -3.675, -1.729], [-1.167, -2.538, -2.234], [0.051, -2.600, -2.890], [0.350, -1.357, -3.299], [-0.693, -0.530, -2.918], [-0.748, 0.891, -3.130], [-1.671, -1.259, -2.251], [-3.656, -0.884, -2.506], [-1.184, -4.487, -1.542], [-2.654, -4.000, -2.439], [-2.385, -3.405, -0.798], [0.640, -3.500, -2.914], [1.242, -0.973, -3.762], [-1.102, 1.133, -4.139], [0.241, 1.322, -2.966], [-1.441, 1.322, -2.410], [-0.843, -6.129, 1.066], [-0.420, -4.478, 1.683], [0.560, -4.623, 2.808], [0.889, -3.764, 3.770], [0.403, -2.427, 4.085], [0.167, -1.246, 3.550], [0.292, -1.434, 1.392], [-1.674, -3.820, 2.026], [-2.673, -3.329, 2.326], [1.124, -5.546, 2.744], [1.664, -4.107, 4.451], [0.301, -2.242, 5.165]],
  "atomic_forces_ev_per_a": [[-0.06, 0.11, 0.08], [0.09, 0.08, 0.16], [-0.10, -0.06, -0.08], [0.11, 0.01, 0.02], [0.00, 0.04, 0.02], [0.05, -0.15, -0.09], [-0.51, 0.15, 0.13], [0.02, -0.05, 0.08], [-0.14, 0.07, -0.02], [0.17, -0.11, 0.16], [-0.06, 0.08, -0.09], [0.06, -0.08, 0.02], [-0.01, 0.02, -0.01], [0.02, 0.02, 0.04], [-0.07, 0.01, -0.02], [0.07, 0.00, -0.02], [-0.04, -0.05, -0.01], [-0.03, 0.03, 0.05], [0.02, -0.02, -0.13], [-0.01, 0.05, 0.01], [-0.01, -0.01, 0.00], [0.00, 0.00, 0.01], [0.00, -0.01, -0.01], [0.00, -0.01, 0.02], [0.17, -0.05, -0.03], [-0.01, -0.01, -0.01], [0.01, 0.01, 0.00], [0.00, 0.01, 0.00], [-0.70, -0.34, 0.76], [0.00, -0.02, 0.01], [0.00, 0.00, 0.00], [0.00, 0.01, 0.02], [0.00, 0.01, 0.01], [0.00, 0.00, 0.00], [0.00, 0.00, 0.00], [0.00, 0.00, 0.00], [0.01, -0.06, -0.01], [0.00, 0.02, 0.01], [0.11, -0.44, -0.06], [0.06, -0.01, 0.05], [-0.03, 0.15, -0.08], [-0.03, -0.15, 0.14], [0.03, 0.03, -0.04], [-0.15, 0.40, -0.31], [0.03, -0.09, 0.00], [0.02, 0.02, 0.00], [-0.01, 0.00, 0.01], [-0.01, 0.00, 0.01], [0.00, 0.00, 0.01], [-0.04, -0.01, 0.01], [0.00, 0.00, 0.00], [0.00, 0.00, 0.00], [0.00, 0.00, 0.02], [-0.01, -0.06, -0.07], [0.70, 0.45, -0.75], [0.06, -0.04, 0.05], [0.06, -0.22, -0.22], [0.03, -0.09, 0.33], [-0.14, 0.30, 0.23], [0.26, -0.02, -0.47], [-0.48, 0.39, 0.25], [0.50, -0.36, -0.18], [0.00, 0.02, 0.05], [-0.01, -0.04, -0.02], [-0.03, 0.07, -0.05]],
  "spin_multiplicity": 1,
  "homo_lumo_gap_ev": 4.3,
  "total_charge": -2,
  "relative_energy_kj_mol": 28.2,
  "lumo_energy_ev": 3.97,
  "total_energy_ev": -155503.0320
}

***

No. 2
{
  "formula": "C31H23MgN5O8S4",
  "method": "the ωB97M-V functional and the def2-TZVPD basis",
  "species": ["Mg", "S", "C", "C", "C", "C", "C", "C", "S", "C", "C", "C", "C", "C", "C", "C", "S", "C", "C", "C", "C", "C", "C", "S", "N", "H", "H", "H", "H", "H", "H", "H", "H", "H", "H", "H", "H", "H", "H", "H", "C", "N", "C", "C", "C", "O", "N", "C", "O", "H", "H", "H", "H", "H", "O", "C", "O", "C", "C", "C", "C", "C", "C", "N", "O", "O", "N", "O", "O", "H", "H", "H"],
  "xyz": [[-0.443, -0.608, -0.401], [-3.473, 3.294, 1.186], [-3.494, 2.885, 2.874], [-4.257, 3.711, 3.740], [-4.291, 3.539, 5.108], [-3.561, 2.511, 5.704], [-2.822, 1.676, 4.885], [-2.774, 1.835, 3.495], [-1.890, 0.539, 2.646], [-0.267, 1.304, 2.412], [0.011, 1.984, 1.094], [0.956, 3.005, 1.060], [1.222, 3.624, -0.142], [0.506, 3.251, -1.267], [-0.399, 2.210, -1.162], [-1.253, 1.794, -2.332], [-0.931, 0.083, -2.944], [-2.596, -0.445, -3.262], [-2.962, -0.604, -4.596], [-4.230, -1.033, -4.945], [-5.151, -1.299, -3.933], [-4.797, -1.139, -2.608], [-3.507, -0.724, -2.218], [-3.125, -0.585, -0.530], [-0.606, 1.560, -0.008], [-4.826, 4.508, 3.279], [-4.898, 4.202, 5.717], [-3.580, 2.359, 6.777], [-2.258, 0.858, 5.319], [0.457, 0.491, 2.535], [-0.122, 2.008, 3.231], [1.496, 3.272, 1.956], [1.979, 4.399, -0.197], [0.666, 3.732, -2.223], [-1.117, 2.492, -3.157], [-2.297, 1.803, -2.012], [-2.228, -0.389, -5.365], [-4.502, -1.153, -5.988], [-6.149, -1.642, -4.184], [-5.509, -1.348, -1.820], [-0.542, -6.103, -1.846], [-0.311, -4.963, -0.984], [0.389, -5.075, 0.176], [0.603, -4.028, 0.986], [0.072, -2.756, 0.557], [0.217, -1.688, 1.225], [-0.609, -2.662, -0.599], [-0.828, -3.719, -1.414], [-1.425, -3.685, -2.474], [0.044, -6.945, -1.478], [-0.248, -5.864, -2.866], [-1.599, -6.374, -1.864], [0.773, -6.064, 0.395], [1.185, -4.099, 1.891], [2.498, -1.961, -1.286], [2.445, -0.814, -0.868], [1.420, -0.061, -0.811], [3.748, -0.191, -0.389], [3.759, 0.858, 0.517], [4.982, 1.386, 0.958], [6.182, 0.879, 0.472], [6.127, -0.152, -0.434], [4.939, -0.713, -0.872], [7.400, -0.676, -0.960], [8.447, -0.194, -0.546], [7.350, -1.575, -1.786], [5.027, 2.459, 1.895], [6.109, 2.881, 2.259], [3.985, 2.924, 2.301], [2.830, 1.271, 0.883], [7.122, 1.292, 0.800], [4.931, -1.542, -1.564]],
  "atomic_forces_ev_per_a": [[-1.42, 0.42, -0.34], [0.19, -0.20, 0.27], [0.11, 0.45, -0.66], [-0.02, -0.09, 0.36], [-0.05, 0.00, -0.18], [0.04, -0.02, 0.12], [-0.01, 0.02, -0.03], [-0.17, -0.25, 0.40], [-0.13, 0.24, -0.17], [0.09, -0.22, -0.03], [-0.17, 0.14, 0.10], [-0.09, 0.08, -0.09], [0.04, 0.05, -0.02], [0.05, 0.03, -0.04], [-0.32, -0.08, 0.05], [0.05, -0.06, -0.04], [-0.16, 0.19, 0.25], [-0.06, -0.02, -0.25], [0.01, 0.03, 0.01], [-0.01, 0.00, -0.16], [0.06, 0.05, 0.18], [-0.09, -0.02, -0.24], [0.35, -0.13, 0.59], [-0.05, 0.12, -0.33], [0.52, 0.16, 0.01], [0.02, 0.01, -0.03], [0.01, 0.02, 0.00], [0.02, 0.00, 0.00], [-0.02, -0.02, 0.00], [0.00, -0.02, 0.00], [0.12, 0.05, -0.06], [-0.08, 0.07, 0.08], [-0.03, 0.03, -0.02], [-0.04, 0.02, 0.01], [0.00, 0.00, 0.00], [0.02, -0.02, 0.09], [0.00, 0.00, 0.00], [0.02, -0.02, 0.00], [-0.02, 0.02, 0.00], [0.00, -0.01, 0.01], [0.01, 0.00, -0.01], [0.04, -0.14, 0.09], [0.02, -0.10, -0.03], [0.03, 0.12, 0.06], [-0.22, -0.18, 0.14], [0.13, -0.18, -0.03], [0.58, -0.49, 0.10], [0.06, 0.15, 0.05], [-0.05, -0.01, -0.18], [-0.01, -0.01, 0.00], [0.02, 0.01, 0.00], [-0.01, 0.02, 0.01], [-0.02, -0.01, 0.01], [-0.03, -0.03, 0.02], [0.31, -0.46, -0.07], [-0.73, 0.25, -0.25], [0.88, 0.02, 0.25], [-0.01, -0.06, -0.08], [0.39, 0.50, 0.41], [-0.13, -1.65, -1.45], [-0.05, 0.53, 0.47], [0.06, -0.21, -0.25], [0.12, 0.15, 0.19], [0.52, -0.32, -0.23], [-0.52, -0.11, -0.11], [-0.05, 0.42, 0.37], [-0.05, 1.15, 1.00], [0.56, -0.16, -0.14], [-0.54, -0.12, -0.07], [-0.08, -0.04, -0.08], [0.02, -0.04, -0.03], [-0.09, 0.00, 0.01]],
  "spin_multiplicity": 1,
  "homo_lumo_gap_ev": 3.7,
  "total_charge": -2,
  "relative_energy_kj_mol": 0.0,
  "lumo_energy_ev": 2.61,
  "total_energy_ev": -105139.2719
}

***

No. 3
{
  "formula": "C31H23N3ORuS5SbSe",
  "method": "the ωB97M-V functional and the def2-TZVPD basis",
  "species": ["Ru", "O", "N", "C", "C", "C", "C", "C", "S", "H", "H", "H", "H", "S", "C", "S", "S", "S", "C", "C", "C", "C", "C", "C", "C", "Sb", "C", "C", "C", "C", "C", "C", "C", "C", "C", "C", "C", "C", "H", "H", "H", "H", "H", "H", "H", "H", "H", "H", "H", "H", "H", "H", "H", "Se", "N", "C", "C", "C", "C", "C", "C", "N", "H", "H", "H", "H"],
  "xyz": [[0.143, 0.261, -0.017], [-0.425, -1.801, 0.876], [0.440, -2.750, 0.615], [-0.018, -4.018, 0.657], [0.801, -5.097, 0.458], [2.146, -4.861, 0.169], [2.591, -3.567, 0.081], [1.740, -2.468, 0.287], [2.267, -0.852, 0.140], [-1.076, -4.074, 0.861], [0.387, -6.094, 0.504], [2.826, -5.684, -0.007], [3.617, -3.341, -0.173], [-0.930, 3.102, 3.646], [-0.427, 2.145, 2.392], [-0.627, 2.493, 0.694], [0.232, 0.560, 2.483], [-0.561, -2.096, -2.316], [-0.251, -0.615, -1.715], [-5.734, -0.628, 4.148], [-4.356, -0.514, 4.247], [-3.590, -0.309, 3.106], [-4.196, -0.213, 1.858], [-5.581, -0.320, 1.769], [-6.349, -0.530, 2.906], [-2.877, 0.123, 0.183], [-3.941, -1.115, -1.237], [-4.585, -2.272, -0.805], [-5.198, -3.132, -1.707], [-5.169, -2.849, -3.064], [-4.511, -1.711, -3.508], [-3.897, -0.860, -2.603], [-3.782, 1.949, -0.505], [-4.659, 2.690, 0.280], [-5.122, 3.928, -0.145], [-4.702, 4.449, -1.359], [-3.806, 3.731, -2.138], [-3.347, 2.495, -1.711], [-6.333, -0.787, 5.037], [-3.871, -0.576, 5.213], [-2.512, -0.207, 3.189], [-6.065, -0.242, 0.802], [-7.427, -0.613, 2.824], [-4.613, -2.514, 0.251], [-5.690, -4.029, -1.346], [-5.641, -3.519, -3.773], [-4.448, -1.496, -4.568], [-3.351, -0.006, -2.986], [-4.982, 2.311, 1.243], [-5.799, 4.492, 0.485], [-5.050, 5.422, -1.685], [-3.438, 4.142, -3.070], [-2.596, 1.984, -2.309], [0.183, 0.849, -3.187], [0.938, 1.424, -1.524], [1.839, 2.343, -1.636], [2.613, 2.900, -0.578], [3.581, 3.799, -0.887], [3.825, 4.211, -2.236], [3.099, 3.717, -3.272], [2.054, 2.769, -3.025], [1.286, 2.232, -3.924], [2.401, 2.589, 0.439], [4.191, 4.227, -0.100], [4.610, 4.936, -2.417], [3.275, 4.019, -4.297]],
  "atomic_forces_ev_per_a": [[0.45, -0.15, 0.57], [-0.05, 0.25, 0.00], [0.18, -0.06, -0.02], [0.00, -0.08, 0.01], [-0.05, 0.07, 0.00], [0.04, 0.05, -0.01], [0.02, -0.12, -0.01], [-0.13, -0.02, 0.05], [-0.14, -0.05, -0.11], [0.00, -0.02, 0.01], [-0.02, -0.02, 0.01], [0.02, -0.03, 0.00], [0.01, 0.00, 0.00], [0.02, 0.20, 0.15], [-0.25, -0.50, -0.61], [0.02, 0.27, 0.35], [0.19, 0.28, -0.01], [-0.17, -0.07, 0.15], [-0.01, 0.27, -0.71], [0.01, -0.01, 0.05], [-0.04, -0.02, 0.05], [0.08, 0.04, 0.04], [0.07, 0.07, -0.12], [-0.06, -0.03, -0.05], [-0.04, 0.00, -0.02], [-0.04, -0.11, -0.30], [-0.12, -0.13, 0.30], [-0.03, -0.01, -0.04], [-0.02, -0.03, 0.00], [-0.02, -0.03, -0.02], [0.01, -0.02, -0.05], [0.06, 0.07, -0.06], [0.03, 0.00, 0.17], [-0.10, -0.05, -0.03], [-0.01, 0.02, 0.00], [0.00, 0.01, 0.00], [-0.01, 0.03, -0.05], [0.13, -0.04, -0.04], [0.00, 0.00, 0.01], [0.01, 0.01, 0.02], [0.02, -0.01, 0.02], [-0.02, 0.00, -0.02], [-0.01, 0.00, 0.00], [0.00, 0.01, 0.04], [-0.01, -0.01, 0.00], [0.00, -0.01, -0.01], [-0.02, 0.00, -0.02], [-0.03, 0.02, 0.02], [0.02, 0.00, 0.01], [-0.01, 0.02, 0.01], [-0.01, 0.02, -0.01], [0.00, 0.01, -0.02], [-0.04, 0.02, 0.04], [0.09, -0.24, 0.08], [0.04, -0.06, 0.23], [-0.42, -0.21, -0.41], [0.38, 0.34, 0.29], [-0.23, -0.25, 0.40], [-0.05, 0.02, -0.51], [0.36, 0.35, 0.13], [-0.39, -0.39, -0.12], [0.21, 0.31, 0.22], [0.04, 0.00, -0.03], [-0.02, -0.01, 0.03], [0.00, 0.00, -0.05], [0.03, 0.03, 0.01]],
  "spin_multiplicity": 2,
  "s_squared": 0.768,
  "homo_lumo_gap_ev": [5.1, 5.3],
  "total_charge": -2,
  "relative_energy_kj_mol": 220.6,
  "lumo_energy_ev": [4.42, 4.41],
  "total_energy_ev": -167678.1289
}